One molecule with the formula C2H4O2Si in a non-equilibrium geometry, computed with wB97M-V/def2-TZVPD.

Last column: Mulliken charge in e.
Cartesian coordinates (Å):
H (0.4732, 1.7554, 0.6687)  0.250
H (-1.2549, -2.2755, -0.3757)  -0.095
H (1.3243, 0.4105, -1.1636)  0.322
O (1.2311, -2.8778, -1.2111)  -0.329
O (0.4766, -2.3205, -2.3478)  -0.253
H (-0.6989, 0.4309, 1.1342)  0.208
C (0.5299, 0.0247, -0.5306)  -0.236
C (0.0783, 0.7726, 0.4664)  -0.547
Si (-0.0652, -1.6925, -0.9463)  0.679

Output
SMILES string = C=C[SiH]1OO1
Strongest force on any atom = 2.96 eV Å⁻¹
Relative energy (zero: lowest compared OMol25 entry of this formula, charge and spin) = 339.12 kJ/mol
Charge = 0
E = -518.47872 Eh
2S+1 = 1